(1)
Density functional theory data (the ωB97M-V functional and the def2-TZVPD basis) for a single C6H4O molecule.

The geometry in XYZ format:
```
11
C6H4O the ωB97M-V functional and the def2-TZVPD basis
C 1.329 1.203 0.674
C 1.288 -0.562 -2.156
C 0.461 -0.472 -1.201
C -0.321 -0.262 -0.128
O 0.052 0.582 0.823
C -1.592 -0.936 0.012
C -2.630 -1.553 0.007
H 2.133 0.452 0.766
H 1.363 1.937 1.482
H 1.477 1.702 -0.302
H -3.560 -2.092 0.021
```

Properties
HOMO = -9.94 eV
spin multiplicity = 1
relative energy (zero: lowest compared OMol25 entry of this formula, charge and spin) = 4.9279 eV

The net atomic charges from Löwdin, expressed in e, are: -0.049, 0.091, -0.206, -0.331, -0.029, -0.017, 0.178, 0.110, 0.098, 0.102, 0.051



(2)
Density functional theory data (the ωB97M-V functional and the def2-TZVPD basis) for a single C6H4O molecule.

The geometry in XYZ format:
```
11
C6H4O the ωB97M-V functional and the def2-TZVPD basis
C -0.840 0.475 -0.049
C -1.591 1.537 0.177
O 2.060 -1.268 -1.639
C 0.942 -0.565 -1.674
C 0.235 -0.030 -0.734
C 0.000 -0.376 0.983
C 0.227 -0.969 2.014
H 2.532 -1.159 -2.472
H -1.900 2.151 -0.658
H -2.017 1.730 1.148
H 0.353 -1.526 2.903
```

Properties
HOMO (alpha / beta) = -8.31 / -8.31 eV
spin multiplicity = 1
relative energy (zero: lowest compared OMol25 entry of this formula, charge and spin) = 6.0276 eV

The net atomic charges from Löwdin, expressed in e, are: -0.236, 0.070, 0.030, -0.109, -0.113, -0.103, 0.187, 0.105, 0.068, 0.067, 0.034



(3)
Density functional theory data (the ωB97M-V functional and the def2-TZVPD basis) for a single C6H4O molecule.

The geometry in XYZ format:
```
11
C6H4O the ωB97M-V functional and the def2-TZVPD basis
C -0.878 -2.768 0.843
C -0.542 -1.633 0.612
C -0.097 -0.331 0.243
C 0.851 0.074 -0.651
C 0.715 1.489 -0.767
C -0.267 1.840 0.098
O -0.774 0.752 0.720
H -1.153 -3.773 1.087
H 1.575 -0.562 -1.139
H 1.252 2.128 -1.460
H -0.682 2.784 0.415
```

Properties
HOMO = -8.56 eV
SMILES = C#Cc1ccco1
spin multiplicity = 1
relative energy (zero: lowest compared OMol25 entry of this formula, charge and spin) = 0.8570 eV

The net atomic charges from Löwdin, expressed in e, are: 0.133, -0.052, -0.307, -0.017, -0.063, -0.115, 0.042, 0.031, 0.117, 0.107, 0.124



(4)
Density functional theory data (the ωB97M-V functional and the def2-TZVPD basis) for a single C6H4O molecule.

The geometry in XYZ format:
```
11
C6H4O the ωB97M-V functional and the def2-TZVPD basis
C 0.938 0.162 0.530
C 1.677 -0.939 -0.511
C 1.311 0.205 -1.016
C 0.287 1.062 -0.520
C -0.627 0.230 0.299
C -1.238 -1.081 -0.124
O -0.949 -1.694 -1.117
H 1.528 0.591 1.335
H 0.329 2.140 -0.438
H -1.293 0.814 0.951
H -1.963 -1.488 0.612
```

Properties
HOMO = -9.15 eV
spin multiplicity = 1
relative energy (zero: lowest compared OMol25 entry of this formula, charge and spin) = 5.2529 eV

The net atomic charges from Löwdin, expressed in e, are: -0.190, 0.108, -0.091, -0.110, -0.111, -0.226, 0.073, 0.138, 0.139, 0.142, 0.126



(5)
Density functional theory data (the ωB97M-V functional and the def2-TZVPD basis) for a single C6H4O2S molecule.

The geometry in XYZ format:
```
13
C6H4O2S the ωB97M-V functional and the def2-TZVPD basis
C 1.555 -0.450 -0.077
C 1.333 0.863 0.060
C 0.540 -1.498 -0.134
C 0.114 1.540 0.232
C -0.768 -1.511 -0.082
C -1.026 0.990 -0.106
O -1.852 -1.851 0.115
O -3.412 0.234 0.656
S -2.573 0.712 -0.546
H 2.647 -0.640 -0.216
H 2.136 1.468 -0.129
H 1.021 -2.565 -0.147
H 0.285 2.707 0.373
```

Properties
HOMO = -8.57 eV
spin multiplicity = 1
relative energy (zero: lowest compared OMol25 entry of this formula, charge and spin) = 2.4338 eV

The net atomic charges from Löwdin, expressed in e, are: -0.092, -0.170, -0.078, -0.143, -0.256, -0.345, 0.139, -0.545, 0.964, 0.124, 0.071, 0.161, 0.169



(6)
Density functional theory data (the ωB97M-V functional and the def2-TZVPD basis) for C6H4O6Tb as an isolated structure.

The geometry in XYZ format:
```
17
C6H4O6Tb the ωB97M-V functional and the def2-TZVPD basis
O -0.606 3.941 -1.823
C -0.234 3.416 -0.878
Tb 0.378 -1.179 0.998
O 0.637 0.159 -2.454
C 0.622 -0.226 -1.344
C -0.382 -2.695 -0.682
O -0.749 -3.278 -1.625
C -1.538 -0.393 -0.151
O -2.453 -0.037 -0.778
C 2.278 -0.176 -0.407
O 3.205 0.261 -1.000
C -1.376 0.396 3.640
O -0.311 -0.375 3.021
H -1.546 1.242 2.986
H -1.075 0.721 4.643
H -2.276 -0.222 3.698
H 0.256 -0.634 3.766
```

Properties
HOMO (alpha / beta) = -22.06 / -22.06 eV
charge = +3
spin multiplicity = 7

The net atomic charges from Löwdin, expressed in e, are: 0.067, 0.007, 1.841, 0.302, -0.183, -0.007, 0.281, -0.061, 0.282, -0.039, 0.289, 0.004, -0.285, 0.106, 0.137, 0.122, 0.136



(7)
Density functional theory data (the ωB97M-V functional and the def2-TZVPD basis) for C6H5AsF6PdS4Se as an isolated structure.

The geometry in XYZ format:
```
24
C6H5AsF6PdS4Se the ωB97M-V functional and the def2-TZVPD basis
Pd 1.247 0.817 0.627
S -0.680 1.853 1.298
S -0.083 2.028 3.140
S 0.188 0.011 3.739
S 0.503 -0.924 2.066
F 3.392 0.419 0.130
As 3.946 2.112 0.546
F 2.929 1.836 1.997
F 4.186 3.723 0.986
F 5.301 1.476 1.325
F 4.667 2.239 -0.977
F 2.337 2.543 -0.215
Se 0.628 -0.345 -1.343
C -1.109 -1.010 -1.219
C -2.211 -0.144 -1.176
C -3.484 -0.672 -1.147
C -3.663 -2.054 -1.193
C -2.574 -2.916 -1.257
C -1.290 -2.401 -1.255
H -2.062 0.929 -1.191
H -4.343 -0.016 -1.112
H -4.665 -2.461 -1.185
H -2.726 -3.985 -1.299
H -0.431 -3.058 -1.284
```

Properties
HOMO (alpha / beta) = -13.10 / -13.08 eV
charge = +1
spin multiplicity = 2

The net atomic charges from Löwdin, expressed in e, are: 0.330, 0.225, 0.178, 0.208, 0.284, -0.352, 0.790, -0.328, -0.169, -0.168, -0.172, -0.338, 0.965, -0.655, -0.134, -0.046, -0.025, -0.047, -0.109, 0.091, 0.120, 0.122, 0.121, 0.109



(8)
Density functional theory data (the ωB97M-V functional and the def2-TZVPD basis) for C6H5AsO6PdSSe3Te as an isolated structure.

The geometry in XYZ format:
```
24
C6H5AsO6PdSSe3Te the ωB97M-V functional and the def2-TZVPD basis
Pd -2.173 -1.615 0.925
O -1.078 0.669 -2.817
As -1.122 0.743 -1.030
O -1.352 -1.029 -0.769
O -2.539 1.603 -0.768
C 0.624 1.027 -0.295
C 1.435 1.999 -0.907
C 2.824 1.954 -0.751
C 3.421 0.871 -0.081
C 2.647 -0.105 0.524
C 1.279 0.046 0.427
S 0.430 -0.882 1.697
O 1.069 -0.700 2.955
O -0.923 -0.085 1.654
O 0.269 -2.228 1.144
H -1.659 1.367 -3.135
H 0.967 2.813 -1.453
H 3.431 2.788 -1.184
H 4.496 0.844 0.019
H 3.085 -0.906 1.111
Se -3.887 0.166 0.080
Se -4.339 -1.496 1.788
Te -2.981 -4.006 1.505
Se -3.924 -3.838 -0.639
```

Properties
HOMO (alpha / beta) = -7.96 / -8.28 eV
spin multiplicity = 5
relative energy (zero: lowest compared OMol25 entry of this formula, charge and spin) = 0.9775 eV

The net atomic charges from Löwdin, expressed in e, are: 0.291, -0.218, 1.029, -0.618, -0.700, -0.255, -0.078, -0.055, -0.046, -0.044, -0.276, 0.529, -0.248, -0.495, -0.365, 0.041, 0.111, 0.123, 0.109, 0.130, 0.582, 0.039, 0.464, -0.051



(9)
Density functional theory data (the ωB97M-V functional and the def2-TZVPD basis) for C6H5AsO6PdSSe3Te as an isolated structure.

The geometry in XYZ format:
```
24
C6H5AsO6PdSSe3Te the ωB97M-V functional and the def2-TZVPD basis
Pd 0.972 -3.137 -0.718
O -1.984 -0.088 -2.380
As -0.667 -0.541 -1.134
O 0.378 -1.662 -2.064
O -1.610 -1.486 -0.052
C -0.336 1.195 -0.159
C -0.985 2.390 -0.602
C -0.894 3.559 0.171
C -0.243 3.568 1.431
C 0.466 2.443 1.791
C 0.456 1.276 0.981
S 1.470 -0.162 1.348
O 1.076 -0.690 2.623
O 1.031 -1.159 0.226
O 2.884 0.166 1.115
H -1.574 0.113 -3.256
H -1.682 2.363 -1.444
H -1.446 4.436 -0.150
H -0.413 4.402 2.203
H 0.789 2.330 2.869
Se -1.599 -3.481 -0.114
Se -0.638 -4.680 -1.718
Te 3.043 -4.666 -0.578
Se 1.507 -6.489 -0.390
```

Properties
HOMO (alpha / beta) = -8.08 / -9.26 eV
spin multiplicity = 5
relative energy (zero: lowest compared OMol25 entry of this formula, charge and spin) = 0.0000 eV

The net atomic charges from Löwdin, expressed in e, are: 0.184, -0.278, 1.094, -0.601, -0.725, -0.208, -0.070, -0.068, -0.070, -0.055, -0.256, 0.552, -0.294, -0.589, -0.309, 0.058, 0.102, 0.102, 0.140, 0.145, 0.597, 0.145, 0.479, -0.075



(10)
Density functional theory data (the ωB97M-V functional and the def2-TZVPD basis) for C6H5Br2NO3S as an isolated structure.

The geometry in XYZ format:
```
18
C6H5Br2NO3S the ωB97M-V functional and the def2-TZVPD basis
C -0.870 -0.819 -0.708
C -1.351 0.499 -0.573
C 0.490 -0.950 -0.771
C -0.532 1.558 -0.325
C 1.300 0.082 -0.553
C 0.832 1.373 -0.441
N 3.600 0.319 0.586
O 3.447 0.330 -1.955
O 3.100 -1.836 -0.822
O 3.158 -0.339 1.670
S 2.998 -0.407 -0.835
Br 1.970 2.796 0.013
Br 5.922 -0.543 0.060
H -1.635 -1.563 -0.938
H -2.401 0.571 -0.445
H 0.964 -2.022 -0.748
H -1.075 2.495 -0.378
H 3.415 0.215 2.320
```

Properties
HOMO (alpha / beta) = -9.76 / -9.76 eV
spin multiplicity = 1
relative energy (zero: lowest compared OMol25 entry of this formula, charge and spin) = 1.2797 eV

The net atomic charges from Löwdin, expressed in e, are: -0.040, -0.072, -0.099, -0.124, -0.346, -0.636, -0.304, -0.278, -0.306, 0.002, 0.500, 0.844, 0.304, 0.116, 0.100, 0.160, 0.117, 0.062



(11)
Density functional theory data (the ωB97M-V functional and the def2-TZVPD basis) for an isolated ion of composition C6H5Br2O5 and charge -1.

The geometry in XYZ format:
```
18
C6H5Br2O5 the ωB97M-V functional and the def2-TZVPD basis
C -0.067 -0.106 -2.397
C -0.698 -0.379 -1.045
O -2.052 -0.582 -1.183
Br 0.229 -2.279 -0.601
C -0.218 0.613 0.013
Br -1.138 2.310 -0.446
O 1.196 0.872 -0.052
C 1.808 0.647 1.325
O 2.969 0.911 1.409
C 0.720 0.284 2.110
O 0.764 0.031 3.514
C -0.512 0.217 1.477
O -1.650 -0.067 1.825
H -0.151 -0.990 -3.117
H 1.011 0.060 -2.418
H -0.359 0.811 -2.734
H -2.139 -1.543 -1.384
H 0.291 -0.811 3.705
```

Properties
HOMO = -4.19 eV
charge = -1
SMILES = C[C@@](O)(Br)[C@]1(Br)OC([O-])=C(O)C1=O
spin multiplicity = 1
relative energy (zero: lowest compared OMol25 entry of this formula, charge and spin) = 0.2100 eV

The net atomic charges from Löwdin, expressed in e, are: -0.148, -0.756, -0.055, 0.587, -0.716, 0.786, -0.105, -0.387, 0.095, -0.215, -0.005, -0.486, 0.015, 0.095, 0.081, 0.019, 0.093, 0.101



(12)
Density functional theory data (the ωB97M-V functional and the def2-TZVPD basis) for a single C6H5BrClNO3 molecule.

The geometry in XYZ format:
```
17
C6H5BrClNO3 the ωB97M-V functional and the def2-TZVPD basis
O -2.072 0.837 2.227
N -1.635 0.785 1.156
O -1.966 1.497 0.193
C -0.508 -0.171 0.847
Cl -0.470 -1.405 2.175
C 0.835 0.652 1.016
C 1.607 0.845 -0.054
Br 3.268 1.807 0.329
C 1.445 0.344 -1.455
C 0.371 -0.392 -1.687
C -0.694 -0.764 -0.619
O -0.671 -2.193 -0.598
H 1.060 0.994 1.979
H 2.260 0.597 -2.120
H 0.120 -0.849 -2.675
H -1.609 -0.341 -0.924
H -1.339 -2.241 0.211
```

Properties
HOMO = -9.72 eV
SMILES = O=[N+]([O-])[C@]1(Cl)C=C(Br)C=C[C@H]1O
spin multiplicity = 1
relative energy (zero: lowest compared OMol25 entry of this formula, charge and spin) = 0.2730 eV

The net atomic charges from Löwdin, expressed in e, are: 0.108, -0.415, 0.071, -0.550, 0.762, -0.134, -0.592, 0.704, -0.098, 0.003, -0.320, -0.074, 0.081, 0.095, 0.138, 0.116, 0.104



Max |F| in eV/Å, matching the order above: 0.93; 4.32; 0.47; 0.92; 4.24; 9.49; 0.81; 4.32; 3.18; 5.54; 3.70; 4.31